Below is a molecular structure, C30H36AuN4O6S2Si, with properties calculated with wB97M-V/def2-TZVPD.

Results
HOMO level (spin up / spin down): -9.880 / -11.421 eV
multiplicity: 3
total charge: +1
orbital gap (spin up / spin down): 0.248 / 0.274 Eh

Each line ends with the Mulliken charge.
Element x y z (Å)
Au: -1.062 -0.342 -1.142  1.283
O: -0.572 -5.854 3.148  -0.497
C: 0.380 -4.818 3.226  -0.463
C: 0.053 -3.766 2.206  0.504
C: 0.880 -2.659 2.050  -1.346
C: 0.548 -1.703 1.115  -0.376
N: -0.545 -1.807 0.358  0.001
C: -1.332 -2.882 0.462  0.494
C: -1.063 -3.876 1.389  -0.669
C: -2.466 -2.952 -0.494  0.234
C: -3.446 -3.926 -0.423  -0.314
C: -4.473 -3.930 -1.357  0.757
C: -5.579 -4.957 -1.285  -0.885
O: -5.281 -6.036 -0.429  -0.520
C: -4.475 -2.948 -2.336  -0.953
C: -3.470 -1.999 -2.352  -0.446
N: -2.487 -2.011 -1.449  -0.532
H: -0.385 -6.512 3.823  0.317
H: 1.394 -5.186 3.032  0.340
H: 0.384 -4.348 4.217  0.333
H: 1.778 -2.535 2.641  0.573
H: 1.169 -0.834 0.944  0.538
H: -1.693 -4.747 1.475  0.595
H: -3.440 -4.678 0.351  0.535
H: -5.830 -5.291 -2.295  0.434
H: -6.469 -4.469 -0.882  0.290
H: -4.835 -6.728 -0.927  0.307
H: -5.249 -2.909 -3.091  0.456
H: -3.410 -1.226 -3.107  0.565
C: 2.905 2.728 4.270  -1.168
Si: 2.656 2.012 2.556  0.285
C: 3.309 3.352 1.421  -1.191
C: 3.656 0.465 2.255  -0.953
C: 0.822 1.367 2.537  0.811
C: 0.634 0.674 3.750  -0.787
C: -0.545 0.050 4.101  -0.831
C: -1.594 0.115 3.202  -0.576
N: -1.463 0.716 2.032  -0.410
C: -0.310 1.303 1.707  1.017
S: -0.606 1.861 0.023  -0.173
H: 3.918 3.132 4.330  0.409
H: 2.788 2.028 5.095  0.386
H: 2.214 3.557 4.437  0.359
H: 4.253 3.649 1.889  0.496
H: 2.690 4.248 1.367  0.400
H: 3.552 3.017 0.412  0.366
H: 4.723 0.671 2.360  0.446
H: 3.492 0.109 1.233  0.283
H: 3.398 -0.339 2.949  0.234
H: 1.454 0.621 4.455  0.182
H: -0.653 -0.459 5.049  0.495
H: -2.560 -0.330 3.412  0.419
C: -0.095 6.542 -1.174  -1.687
C: 0.375 5.130 -1.377  0.641
C: 0.709 4.692 -2.692  -1.234
C: 1.239 3.416 -2.907  -0.415
C: 1.347 2.514 -1.892  -0.328
C: 0.878 2.834 -0.521  3.253
C: 0.501 4.265 -0.345  -0.644
S: 2.349 1.075 -2.067  1.302
O: 1.740 0.016 -1.297  -0.544
O: 3.687 1.479 -1.742  -0.708
N: 2.352 0.653 -3.619  -0.383
C: 1.354 -0.185 -4.283  -0.622
C: 0.146 0.534 -4.907  -0.308
C: -1.081 0.341 -4.034  0.168
O: -2.044 -0.295 -4.417  -0.665
O: -0.944 0.868 -2.841  -0.637
H: 0.614 7.252 -1.602  0.371
H: -0.217 6.771 -0.117  0.362
H: -1.054 6.697 -1.670  0.362
H: 0.608 5.376 -3.524  0.447
H: 1.601 3.157 -3.893  0.598
H: 1.627 2.533 0.204  -2.340
H: 0.251 4.576 0.664  0.356
H: 3.098 1.066 -4.157  0.292
H: 1.024 -0.918 -3.547  0.182
H: 1.892 -0.741 -5.050  0.456
H: -0.068 0.137 -5.897  0.418
H: 0.353 1.600 -5.003  0.254



Below is a molecular structure, C30H36BN4O4STc, with properties calculated with wB97M-V/def2-TZVPD.

Results
HOMO level (spin up / spin down): -7.192 / -7.361 eV
multiplicity: 3
total charge: 0
orbital gap (spin up / spin down): 0.233 / 0.230 Eh

Each line ends with the Mulliken charge.
Element x y z (Å)
Tc: -0.055 -1.346 0.069  0.205
O: -0.068 -2.464 1.778  -0.521
N: -0.547 -3.718 1.762  0.321
C: -0.317 -4.446 2.880  -0.284
C: -0.771 -5.725 2.988  -0.713
C: -1.481 -6.272 1.908  -0.195
C: -1.697 -5.520 0.789  -0.957
C: -1.219 -4.195 0.689  0.877
S: -1.473 -3.217 -0.684  -0.442
H: 0.246 -3.918 3.633  0.441
H: -0.570 -6.287 3.887  0.414
H: -1.853 -7.287 1.958  0.374
H: -2.233 -5.913 -0.064  0.436
O: -4.047 3.278 3.473  -0.537
C: -4.227 3.053 2.081  -0.806
C: -3.323 1.923 1.680  0.740
C: -3.790 0.829 0.975  -1.464
C: -2.897 -0.159 0.593  -0.425
N: -1.603 -0.099 0.889  0.733
C: -1.144 0.931 1.629  0.934
C: -1.975 1.961 2.022  -0.795
C: 0.296 0.875 1.994  -0.154
C: 0.862 1.702 2.949  -0.406
C: 2.212 1.577 3.244  0.543
C: 2.860 2.465 4.278  -0.854
O: 2.187 3.694 4.466  -0.528
C: 2.946 0.607 2.577  -1.327
C: 2.319 -0.196 1.646  -0.839
N: 1.021 -0.058 1.357  0.838
H: -4.557 4.050 3.731  0.315
H: -3.954 3.945 1.507  0.316
H: -5.263 2.800 1.842  0.368
H: -4.834 0.740 0.706  0.384
H: -3.212 -1.033 0.038  0.689
H: -1.593 2.794 2.596  0.439
H: 0.269 2.440 3.469  0.622
H: 3.912 2.614 4.020  0.396
H: 2.835 1.956 5.242  0.306
H: 2.315 4.240 3.684  0.315
H: 4.005 0.475 2.761  0.461
H: 2.853 -0.956 1.090  0.606
B: 4.231 -2.821 -1.310  0.435
C: 2.720 -2.583 -0.913  -0.039
N: 1.649 -2.318 -0.575  -0.646
H: 4.407 -4.006 -1.475  -0.161
H: 4.882 -2.391 -0.373  -0.184
H: 4.426 -2.177 -2.318  -0.157
C: -1.113 -1.676 -4.130  -1.462
C: -1.880 -0.386 -3.823  0.239
C: -2.951 -0.613 -2.759  -0.734
C: -0.958 0.770 -3.499  0.288
C: -0.981 1.884 -4.329  -0.890
C: -0.118 2.955 -4.151  -1.423
C: 0.827 2.882 -3.144  -0.246
C: 0.896 1.788 -2.288  -0.199
C: 2.031 1.690 -1.297  2.382
C: 2.077 2.876 -0.334  -1.503
C: 3.370 1.513 -2.016  -1.681
C: -0.045 0.749 -2.420  0.447
O: -0.068 -0.279 -1.560  0.760
H: -1.807 -2.479 -4.390  0.382
H: -0.520 -2.001 -3.276  0.084
H: -0.432 -1.531 -4.971  0.404
H: -2.398 -0.098 -4.743  0.592
H: -2.511 -1.062 -1.873  -0.436
H: -3.724 -1.294 -3.127  0.504
H: -3.429 0.327 -2.471  0.326
H: -1.693 1.900 -5.148  0.357
H: -0.160 3.812 -4.810  0.375
H: 1.550 3.683 -3.029  0.356
H: 1.861 0.790 -0.725  -1.194
H: 2.327 3.803 -0.857  0.425
H: 2.842 2.717 0.432  0.360
H: 1.114 3.028 0.161  0.291
H: 3.573 2.361 -2.676  0.334
H: 3.375 0.604 -2.619  0.362
H: 4.192 1.442 -1.296  0.430



Below is a molecular structure, C30H36Br2CrN8O5S2, with properties calculated with wB97M-V/def2-TZVPD.

Results
HOMO level (spin up / spin down): -10.985 / -10.982 eV
multiplicity: 4
total charge: +1
orbital gap (spin up / spin down): 0.275 / 0.271 Eh

Each line ends with the Mulliken charge.
Element x y z (Å)
Cr: -0.392 0.721 0.081  -0.051
Br: 0.298 2.386 6.503  -0.114
C: 0.100 1.854 4.719  -0.843
C: 0.825 0.780 4.228  -0.761
C: 0.661 0.440 2.900  -0.570
N: -0.173 1.099 2.097  1.148
C: -0.900 2.119 2.578  0.497
C: -0.781 2.533 3.892  -0.666
C: -1.849 2.713 1.606  0.478
C: -2.670 3.784 1.902  -0.817
C: -3.537 4.244 0.922  -0.400
Br: -4.661 5.697 1.279  -0.107
C: -3.563 3.625 -0.315  -0.865
C: -2.704 2.564 -0.530  -0.492
N: -1.873 2.115 0.405  1.158
H: 1.506 0.227 4.859  0.571
H: 1.214 -0.370 2.441  0.481
H: -1.358 3.360 4.276  0.592
H: -2.641 4.264 2.868  0.602
H: -4.224 3.962 -1.099  0.483
H: -2.673 2.062 -1.486  0.485
C: 4.413 -0.217 2.115  -1.300
C: 3.894 1.063 1.562  0.058
N: 2.744 1.241 0.948  0.324
C: 2.682 2.574 0.640  0.205
C: 3.814 3.216 1.082  -0.196
N: 4.564 2.235 1.663  -0.014
C: 4.375 4.598 1.086  0.561
O: 3.671 5.539 0.502  -0.565
O: 5.445 4.783 1.616  -0.623
C: 1.531 3.156 -0.084  0.730
O: 1.536 4.355 -0.371  -0.908
O: 0.561 2.381 -0.425  -0.389
H: 3.766 -1.031 1.795  0.107
H: 4.444 -0.184 3.206  0.292
H: 5.425 -0.414 1.761  0.471
H: 5.470 2.419 2.070  0.250
H: 2.824 5.161 0.121  0.412
N: -2.130 -0.443 -6.728  -0.335
C: -0.939 -0.589 -6.132  -0.279
S: 0.387 -1.237 -6.840  -0.273
C: -0.892 -0.171 -4.700  0.416
C: -1.842 -0.627 -3.791  -0.762
C: -1.688 -0.324 -2.451  -0.659
N: -0.691 0.446 -2.000  1.314
C: 0.205 0.916 -2.881  -0.765
C: 0.149 0.615 -4.226  -0.616
H: -2.221 -0.710 -7.695  0.234
H: -2.881 0.070 -6.297  0.211
H: -2.661 -1.261 -4.103  0.542
H: -2.351 -0.713 -1.689  0.536
H: 0.985 1.542 -2.474  0.383
H: 0.916 0.971 -4.899  0.518
C: -3.334 -0.499 2.012  -1.411
C: -2.152 -1.293 1.466  0.701
C: -2.594 -2.691 1.060  -1.444
O: -1.584 -0.664 0.344  0.526
H: -3.809 -1.025 2.842  0.465
H: -4.077 -0.356 1.224  0.252
H: -3.025 0.482 2.373  0.242
H: -1.406 -1.385 2.269  -0.096
H: -3.397 -2.627 0.323  0.397
H: -2.963 -3.253 1.920  0.411
H: -1.760 -3.236 0.616  0.044
C: 0.799 -3.323 1.901  -0.654
N: 0.745 -3.738 0.511  0.444
C: 1.015 -5.164 0.326  -1.269
C: 0.939 -2.849 -0.486  0.248
S: 1.551 -1.277 -0.208  -0.206
N: 0.686 -3.281 -1.739  0.259
C: -0.401 -4.211 -2.038  -1.198
C: 1.162 -2.531 -2.895  -2.046
H: 0.240 -4.046 2.495  0.380
H: 0.348 -2.345 2.009  -0.290
H: 1.831 -3.282 2.262  0.330
H: 1.778 -5.467 1.044  0.391
H: 1.396 -5.354 -0.672  0.423
H: 0.123 -5.769 0.494  0.342
H: -0.974 -4.427 -1.142  0.359
H: -0.035 -5.145 -2.467  0.344
H: -1.064 -3.738 -2.765  0.347
H: 2.168 -2.165 -2.717  0.420
H: 0.515 -1.681 -3.116  1.151
H: 1.168 -3.201 -3.754  0.446



Computed energy relative to the best compared isomer or geometry (same formula, charge and spin), in the same sequence as the records: 27.9 0.0 69.8 kJ/mol.
Computed largest force on an atom, in the same sequence as the records: 0.22 0.24 0.71 eV/Å.